No. 1
Below is a structure of composition C36H53N2O7SSi2Ti in a non-equilibrium geometry, with properties calculated with ωB97M-V with the def2-TZVPD basis set.

```
102
Properties=species:S:1:pos:R:3:forces:R:3:mulliken_charge:R:1
Ti 0.57597 -0.32525 -0.18832 -0.9 0.2 0.1 0.58
S -0.91094 2.87280 0.29343 0.2 -0.3 0.2 0.51
Si -0.84902 -3.10308 1.46985 0.4 0.1 -0.2 0.53
Si 0.98517 -0.06703 2.31794 -0.1 -0.1 0.1 2.46
O 4.15318 -0.41910 -0.29957 0.1 0.1 -0.2 -0.30
O 1.82515 0.83433 -0.83906 1.8 1.2 -0.4 -0.20
O -0.40930 -2.01675 0.22173 -0.4 -0.3 0.1 -0.10
O 1.94571 -1.85476 -0.48469 0.1 -0.1 0.1 0.33
O 0.42139 -1.27405 -2.50159 -0.1 -0.1 0.3 -0.26
O -0.72205 1.42879 -0.17891 -0.2 -0.1 0.0 -0.97
O 2.89615 2.70163 -1.40740 0.0 0.3 0.0 -0.60
N -2.54737 -1.30157 -0.35992 -0.5 0.5 -0.2 0.86
N 3.12056 -3.48491 -1.47911 0.2 -0.2 -0.1 0.31
C 0.90997 1.72383 2.85664 0.0 0.4 0.0 -1.61
C -6.09692 2.06065 1.17425 0.0 0.0 0.0 -0.45
C -0.89899 -1.77258 -2.14228 0.1 0.0 -0.1 -1.07
C 2.65913 -0.65336 2.91584 0.4 -0.2 -0.1 -1.18
C -0.75327 5.43256 -3.97250 0.0 0.0 0.0 -0.83
C -0.98671 -1.28001 5.72441 0.0 0.0 0.0 -0.85
C 0.01740 2.95254 -2.98106 0.0 0.1 0.0 0.57
C -1.62762 -2.46593 5.39752 0.0 0.0 0.0 -0.81
C -0.87480 -2.22964 3.09618 0.0 0.2 0.3 0.63
C 3.92220 -3.73821 -0.27990 -0.1 0.0 -0.2 -0.70
C 5.13609 1.76763 0.10051 0.0 0.0 0.0 -1.86
C -2.43616 -3.96824 1.12362 -0.4 -0.1 -0.1 -1.55
C -3.94634 3.08652 1.51048 0.1 0.0 0.0 -0.01
C 2.93841 1.56093 -1.02586 -0.8 -0.7 -0.1 -0.33
C -0.66907 4.34305 -4.82732 0.0 0.0 0.0 -0.41
C -2.40889 3.53834 -0.44589 -0.2 -0.1 0.0 -1.03
C 4.30331 0.89508 -0.83227 -0.1 -0.1 0.3 1.82
C 1.43117 -2.21636 -2.76413 -0.1 0.2 0.0 -1.89
C -1.57134 -2.92920 4.09147 0.0 0.1 0.0 -0.82
C -0.07384 4.04281 -2.11652 0.1 0.0 0.0 -0.05
C -3.69751 3.03122 0.14046 0.1 -0.1 0.0 -0.17
C 4.93402 0.78673 -2.21169 0.2 0.0 -0.2 -1.78
C -0.28439 3.10365 -4.32687 0.0 0.0 0.0 -1.24
C -5.13590 2.59396 2.02693 0.0 0.0 -0.1 -0.85
C -4.66751 2.51175 -0.70677 0.0 -0.1 0.0 0.05
C -3.57604 -1.31891 -1.38988 0.0 0.0 0.2 -1.15
C 0.52540 -4.34041 1.46796 0.4 -0.2 -0.1 -1.27
C -1.20802 -1.25824 -0.76836 0.2 -0.7 0.3 0.32
C 3.43630 -4.31054 -2.64269 0.0 0.1 0.2 -1.10
C -0.46081 5.27831 -2.62301 0.0 0.1 0.0 -0.25
C -0.28410 -0.58370 4.75118 -0.1 0.0 0.0 -1.25
C -0.20073 -1.03561 3.42950 -0.2 -0.2 0.1 0.98
C 0.22702 3.90679 -0.64955 0.0 0.1 -0.1 -0.66
C 2.19844 -2.53941 -1.48795 -0.2 0.4 0.2 0.81
C -2.90990 -0.49175 0.80240 0.0 -0.4 0.0 0.02
C -5.86580 2.03056 -0.19396 0.0 0.0 0.0 -0.74
H -3.64376 -0.38432 -1.96343 0.0 0.0 0.0 0.25
H -0.11350 2.06422 3.03294 0.1 0.0 0.0 0.35
H 3.18519 -5.35140 -2.44244 0.0 0.0 0.0 0.32
H 6.13972 1.34426 0.19355 0.0 0.0 0.0 0.50
H -0.92087 -2.86353 -2.21300 0.0 -0.1 0.0 0.21
H 4.67715 1.82097 1.09279 0.0 0.0 -0.1 0.38
H -1.04618 6.40333 -4.35342 0.0 0.0 0.0 0.40
H 2.12552 -1.74449 -3.45947 0.1 0.0 -0.1 0.55
H 0.33312 1.99419 -2.59891 0.0 -0.1 0.0 0.40
H -1.58831 -1.35323 -2.86581 0.0 0.1 -0.1 0.69
H 1.03052 -3.11105 -3.23458 -0.1 -0.1 0.0 0.63
H -3.06082 0.54764 0.55712 -0.1 0.4 -0.1 -1.18
H -2.16625 -3.02549 6.15230 0.0 0.0 0.0 0.41
H 0.25647 -5.18800 2.11001 0.1 0.1 -0.1 0.51
H -6.61901 1.63324 -0.86449 0.0 0.0 0.0 0.43
H 5.02464 1.77058 -2.67329 0.0 -0.1 0.0 0.37
H 3.46126 0.01465 2.59042 0.0 0.0 0.0 0.23
H -0.52911 6.13396 -1.95692 0.0 0.0 -0.1 0.42
H 1.44568 -3.89798 1.86564 -0.1 -0.1 -0.1 0.27
H 3.67449 -3.01629 0.48820 -0.1 0.0 0.0 -0.01
H 1.35576 2.37839 2.09821 0.0 0.0 0.1 0.26
H 4.66873 -0.49292 0.50582 0.1 0.1 0.1 0.28
H 2.90165 -3.98441 -3.52676 0.0 0.0 0.0 0.43
H 1.20560 3.46623 -0.48000 0.1 0.0 0.0 -0.14
H -3.42904 -2.14875 -2.08213 0.0 0.0 0.0 0.39
H 0.21920 0.33718 5.03450 -0.1 -0.1 0.0 0.34
H -2.08860 -3.85501 3.84627 0.0 0.1 0.0 0.33
H -3.83158 -0.88805 1.23325 0.0 0.0 0.0 0.69
H -2.53405 -4.20161 0.05902 0.0 0.0 0.1 0.33
H -0.89250 4.46055 -5.88080 0.0 0.0 0.0 0.42
H 4.32732 0.14906 -2.85954 0.0 0.0 0.0 0.29
H -2.28446 4.61086 -0.25440 0.0 0.0 -0.1 0.63
H 2.63624 -0.64699 4.01009 0.1 0.0 0.0 0.48
H -0.20783 2.25161 -4.99249 0.0 0.0 0.0 0.45
H -3.20109 3.50796 2.17976 -0.1 0.0 0.0 0.40
H 1.48340 1.85821 3.77892 -0.1 0.0 0.0 0.57
H 2.89642 -1.67123 2.58678 0.0 0.1 0.1 0.23
H -2.34459 3.36943 -1.52080 -0.1 0.0 0.0 0.34
H 4.97718 -3.64545 -0.53581 0.0 0.0 0.0 0.36
H -5.31832 2.63396 3.09405 0.0 0.0 -0.1 0.43
H -4.53779 -1.47268 -0.90048 0.0 0.0 0.0 0.36
H 4.50314 -4.24668 -2.84978 0.0 0.0 0.0 0.34
H -2.45219 -4.91298 1.67953 0.0 0.1 -0.1 0.58
H 5.21548 2.77926 -0.29137 0.0 0.0 0.0 0.41
H -2.13456 -0.55654 1.56676 0.0 0.0 0.0 -0.36
H 0.17511 4.86863 -0.13212 0.1 0.0 -0.1 0.82
H 3.72874 -4.74711 0.08527 0.0 0.0 0.0 0.36
H -7.02633 1.67724 1.57682 0.0 0.0 0.0 0.40
H -4.48350 2.48403 -1.77608 0.0 0.0 0.0 0.44
H 5.92374 0.33905 -2.11496 0.0 0.0 0.0 0.43
H -3.30311 -3.37322 1.42212 0.1 -0.1 -0.1 0.35
H -1.03035 -0.89870 6.73774 0.0 0.0 0.0 0.42
H 0.72741 -4.72644 0.46012 0.0 0.0 0.2 0.32
```
Positions in Å, forces in eV/Å.

Results
LUMO energy ... -1.9 eV
Spin multiplicity ... 1
Total charge ... +1
Total energy ... -3866.36406 Ha
ΔE to the lowest compared entry with this formula, charge and spin ... 0.2388 eV
Max |F| ... 0.043 hartree/bohr
Gap between HOMO and LUMO ... 8.19 eV

=====

No. 2
Below is a structure of composition C49H34BBr5GeN5O4STc in a non-equilibrium geometry, with properties calculated with ωB97M-V with the def2-TZVPD basis set.

```
101
Properties=species:S:1:pos:R:3:forces:R:3:nbo_charge:R:1
Tc 1.38300 0.00084 -0.40108 -4.5 -2.5 1.5 0.56
Br 7.58484 2.44377 -0.90351 -0.1 0.0 0.0 0.11
Br 2.75702 -0.48511 6.29397 0.0 0.0 0.0 0.10
Br 6.08392 -0.11261 0.63460 0.0 0.1 0.0 0.11
Br 2.45987 4.87280 -1.58442 0.1 -0.2 -0.1 0.13
Br 5.74256 4.92706 -2.07485 0.0 0.0 0.1 0.11
Ge -1.83002 -1.36644 0.91536 -0.2 -0.4 0.0 1.50
S 2.14124 -1.98748 -1.41799 -0.3 0.5 -0.2 -0.18
O 3.11490 0.25249 0.65377 0.1 -0.2 0.4 -0.70
O -0.23622 3.27226 1.23898 -0.2 -0.1 -0.2 -0.70
O 1.59820 2.32283 -0.05760 0.2 -0.3 0.1 -0.72
O 1.84764 4.31255 1.35162 0.0 0.2 0.0 -0.70
N 1.62164 2.14271 2.66535 -0.2 0.1 -0.6 -0.45
N 0.55658 0.26749 -2.23465 0.3 -0.2 -0.7 -0.18
N 1.56579 -3.84591 -3.57732 0.2 -0.1 0.4 -0.37
N 1.00625 -2.69286 -3.79419 -0.4 0.4 -0.5 -0.15
N 0.57088 -0.58122 -3.16535 -0.6 0.6 -0.5 -0.11
C 2.28721 0.60141 4.82775 0.0 0.0 0.0 -0.05
C -1.62870 -3.13603 -1.36243 0.0 0.1 0.1 -0.23
C 1.16825 -1.76357 -2.90386 1.0 -0.8 1.2 0.10
C 1.05427 0.43869 4.22089 -0.1 0.0 -0.1 -0.22
C -1.23762 6.13482 3.32682 -0.1 0.1 0.1 -0.23
C 0.82360 -7.21587 -5.91942 0.0 0.0 -0.1 -0.23
C 2.97158 2.39931 -0.31799 0.1 -0.2 0.2 0.20
C 0.03558 3.40031 -4.13990 0.0 0.0 0.0 -0.21
C -1.33131 3.43913 -2.16330 0.0 0.1 0.0 -0.19
C -4.64171 2.32164 1.95185 0.0 0.0 0.0 -0.21
C -2.33650 -2.66851 3.49901 0.0 0.0 0.0 -0.23
C 4.94142 3.48968 -1.15412 0.0 0.0 0.0 -0.19
C 1.67229 -7.28962 -4.82404 0.0 0.0 0.0 -0.19
C -3.87493 1.73818 2.95066 0.0 0.1 0.1 -0.20
C 1.92725 -6.16432 -4.06074 0.0 0.2 0.1 -0.27
C -0.17933 -3.12980 2.54139 0.0 0.1 0.0 -0.24
C 1.11759 6.20795 2.75422 0.0 -0.1 -0.1 -0.24
C -1.42542 4.94962 2.61491 0.0 -0.1 -0.1 -0.27
C -0.87722 4.05275 -3.32343 0.0 0.0 0.0 -0.20
C 0.75989 1.24870 3.13915 0.1 0.0 0.2 0.07
C -3.05187 0.66133 2.65548 0.0 0.0 0.0 -0.21
C -0.85573 2.19296 -1.80095 0.2 -0.2 0.0 -0.23
C 1.32228 -4.95318 -4.39069 -0.2 -0.3 -0.3 0.22
C 0.49815 2.14048 -3.80072 0.1 -0.2 0.1 -0.22
C -3.77566 0.73651 0.36641 0.0 0.0 0.0 -0.14
C -3.90297 -2.59388 -0.80295 0.0 0.0 0.1 -0.23
C 5.10712 1.34556 -0.04972 0.0 -0.2 0.1 -0.17
C 3.55938 3.47165 -0.95651 0.0 0.3 -0.3 -0.12
C 3.71302 1.28366 0.11942 0.3 0.4 -0.1 0.25
C 0.06388 1.54520 -2.62080 -0.6 0.5 -0.2 0.18
C -3.43431 -4.05154 -2.65556 0.0 0.0 0.0 -0.19
C 3.16960 1.56765 4.37205 0.0 -0.1 0.0 -0.27
C 0.23906 -6.00236 -6.25590 0.0 0.0 0.0 -0.19
C -0.32577 4.42517 1.97759 0.1 0.1 0.1 0.29
C 5.71265 2.42841 -0.67357 0.0 0.0 -0.1 -0.11
C -1.40744 -2.47234 2.48041 -0.1 0.2 -0.2 -0.36
C -4.59139 1.81940 0.65857 0.0 0.1 0.0 -0.23
C -2.99773 0.14801 1.36183 0.3 -0.3 -0.1 -0.45
C 2.78977 2.31576 3.27363 0.2 0.0 0.0 0.10
C -0.13659 -0.68555 0.25017 4.2 2.5 -1.2 -0.32
C 0.11197 -3.96845 3.60683 0.1 0.0 0.0 -0.20
C -2.53989 -2.45493 -0.55736 0.1 0.2 0.3 -0.35
C 0.48172 -4.86864 -5.50036 0.1 0.1 0.2 -0.27
C -2.07405 -3.92830 -2.40934 0.0 0.0 0.0 -0.21
C -0.81715 -4.15261 4.62204 0.0 0.0 0.0 -0.21
C -4.34855 -3.39030 -1.84819 -0.1 0.0 0.0 -0.22
C 0.92160 5.04598 2.04569 -0.1 -0.1 0.0 0.23
C -2.04132 -3.50083 4.56957 0.0 0.0 0.0 -0.22
C 0.00389 6.74822 3.39851 0.0 0.1 0.0 -0.22
B 1.14973 3.12591 1.02423 0.1 -0.1 0.9 1.25
H -2.76838 -3.64429 5.35890 0.0 0.0 0.0 0.22
H 1.06514 -4.48070 3.64680 0.0 0.0 0.0 0.22
H 2.09538 6.66786 2.80171 0.0 0.0 0.0 0.23
H -3.29643 -2.16527 3.45215 0.0 0.0 0.1 0.21
H 0.62342 -8.09736 -6.51371 0.0 0.0 0.0 0.22
H -3.74106 0.34607 -0.64509 0.0 0.0 0.0 0.21
H 0.03466 -3.91463 -5.74263 0.0 0.0 0.0 0.24
H -1.22472 5.04378 -3.58509 0.0 0.0 0.0 0.22
H -2.38288 4.44964 2.56640 0.0 0.0 0.0 0.22
H -2.07907 6.58181 3.84042 0.0 0.0 0.0 0.21
H -3.92097 2.11968 3.96340 0.0 0.0 0.0 0.22
H 1.19623 1.60244 -4.42882 0.0 0.1 0.0 0.23
H 2.14161 -8.22944 -4.56519 0.0 0.0 0.0 0.22
H -5.27952 3.16588 2.18107 0.0 0.0 0.0 0.22
H -3.78046 -4.66197 -3.48004 0.0 0.0 0.0 0.21
H 0.11636 7.66354 3.96464 0.0 0.0 0.0 0.21
H 0.34444 -0.30180 4.55990 0.0 0.0 0.0 0.24
H -5.41019 -3.49232 -2.03563 0.0 0.0 0.0 0.21
H -5.19421 2.26900 -0.12043 0.0 0.0 0.0 0.22
H -1.36154 -4.44428 -3.04132 0.0 0.0 0.0 0.22
H -2.05494 3.93790 -1.53084 0.0 0.0 0.0 0.22
H 2.59433 -6.21066 -3.20746 0.0 0.0 0.0 0.22
H -0.56526 -3.03465 -1.16474 0.0 0.0 -0.1 0.22
H -1.18580 1.70930 -0.89061 0.0 0.0 0.0 0.24
H 4.12343 1.72751 4.85214 0.0 0.0 0.0 0.24
H -0.58999 -4.80866 5.45240 0.0 0.0 0.0 0.22
H 3.43728 3.07834 2.85688 0.0 0.0 0.0 0.23
H -4.62092 -2.07565 -0.17625 0.0 0.0 0.0 0.21
H 0.38822 3.87461 -5.04639 0.0 0.0 0.0 0.22
H -0.41072 -5.93735 -7.11888 0.0 0.0 0.0 0.22
H 0.55047 -2.96672 1.75398 0.0 -0.1 0.0 0.23
H -2.45343 0.21291 3.44167 0.0 0.0 0.0 0.21
H 2.07357 -3.98221 -2.70605 0.0 0.0 0.0 0.40
H -0.20172 1.22117 2.64685 -0.1 -0.1 -0.1 0.23
```
Positions in Å, forces in eV/Å.

Results
LUMO energy ... -1.3 eV
Spin multiplicity ... 1
Total charge ... 0
Total energy ... -17913.30244 Ha
ΔE to the lowest compared entry with this formula, charge and spin ... 0.8513 eV
Max |F| ... 0.105 hartree/bohr
Gap between HOMO and LUMO ... 6.29 eV

=====

No. 3
Below is a structure of composition C16H14IrO2S6, with properties calculated with ωB97M-V with the def2-TZVPD basis set.

```
39
Properties=species:S:1:pos:R:3:forces:R:3:lowdin_spin:R:1
Ir 0.50454 0.41608 -0.06969 -0.2 -0.1 0.0 2.26
S 2.74475 -0.16703 -0.19773 0.1 0.0 0.0 0.27
S -0.18702 -1.73273 -0.86162 0.0 0.0 0.0 0.36
S -1.38440 2.22013 -1.83464 0.0 0.1 0.0 0.01
S 1.50669 -4.01399 -1.67578 -0.1 0.1 0.0 0.08
S 4.05011 -5.42746 -2.19514 0.0 0.0 0.0 0.27
S 4.01132 -2.66698 -1.13171 0.0 0.1 0.0 0.06
O -0.64041 0.81942 1.83836 0.0 0.0 -0.1 0.10
O -1.55988 1.43376 -0.53487 0.1 -0.1 0.0 0.05
C 1.36960 -2.41608 -1.07413 0.2 0.1 0.0 0.23
C -2.47153 4.54150 -2.70685 0.0 0.0 0.0 0.00
C -3.29908 5.36997 -0.18052 0.0 0.0 0.0 0.00
C 2.47675 2.93700 -2.73446 0.0 0.0 0.0 0.02
C 0.81781 3.21369 -0.50781 0.0 0.1 0.1 0.03
C -3.11584 5.75805 -2.55318 0.0 0.0 0.0 0.00
C -0.68675 -0.14429 2.91126 0.0 0.0 0.0 0.01
C 3.23989 -4.12015 -1.69509 0.1 0.0 -0.1 -0.01
C 2.16408 3.54635 -0.42047 0.0 0.0 0.0 0.03
C 2.59350 -1.75750 -0.80584 -0.1 -0.1 0.0 0.20
C -2.64592 4.15494 -0.31995 0.0 0.0 0.0 0.00
C -3.52748 6.16984 -1.29218 0.0 0.0 0.0 0.00
C 2.98758 3.40245 -1.52893 0.0 0.0 0.0 0.00
C 0.31910 2.74559 -1.72386 0.0 0.1 -0.2 0.04
C 1.13498 2.60305 -2.83867 0.0 0.0 0.0 0.01
C -2.23350 3.76386 -1.58230 0.0 0.0 0.0 0.00
H -3.63589 5.69073 0.79582 0.0 0.0 0.0 0.00
H 2.56338 3.92269 0.51175 0.0 0.0 0.0 0.00
H -2.47372 3.51003 0.53134 0.0 0.0 0.0 0.00
H -1.52973 1.03676 1.52282 0.0 0.0 0.0 0.00
H -1.21209 0.28950 3.75959 0.0 0.0 0.0 0.00
H 0.15338 3.36742 0.33515 0.0 0.0 0.0 0.00
H -3.30788 6.37818 -3.41788 0.0 0.0 0.0 0.00
H 3.12672 2.82653 -3.59165 0.0 0.0 0.0 0.00
H -2.16314 4.20211 -3.68883 0.0 0.0 0.0 0.00
H 4.03562 3.65943 -1.45451 0.0 0.0 0.0 0.00
H -1.17560 -1.06112 2.58469 0.0 0.0 0.0 0.00
H 0.72714 2.21960 -3.76567 0.0 0.0 0.0 0.00
H 0.34329 -0.35202 3.18405 0.0 0.0 0.0 0.00
H -4.03979 7.11537 -1.17709 0.0 0.0 0.0 0.00
```
Positions in Å, forces in eV/Å.

Results
LUMO energy (spin up / spin down) ... -3.1 / -5.7 eV
Spin multiplicity ... 5
Total charge ... +1
Total energy ... -3261.70973 Ha
ΔE to the lowest compared entry with this formula, charge and spin ... 0.0508 eV
Max |F| ... 0.004 hartree/bohr
Gap between HOMO and LUMO (spin up / spin down) ... 7.36 / 6.04 eV

=====

No. 4
Below is the ion C6H12N with charge +1 in a non-equilibrium geometry, with properties calculated with ωB97M-V with the def2-TZVPD basis set.

```
19
Properties=species:S:1:pos:R:3:forces:R:3:nbo_charge:R:1
N 1.94509 1.20931 1.09941 -1.9 -1.0 4.1 -0.72
C -0.90887 1.94572 1.02384 1.8 -2.9 -0.4 -0.33
C 0.87226 0.33368 0.59176 1.5 -1.9 -0.9 -0.06
C -0.42642 0.67187 0.67839 -1.6 1.1 -0.5 -0.06
C -0.74668 -0.69706 -1.27711 -0.6 1.4 0.7 -0.06
C -1.35019 -0.41475 0.03937 0.2 -0.5 1.6 -0.49
C -0.42503 -2.01439 -1.73601 -0.9 -3.0 -0.7 -0.71
H 1.47782 2.15624 1.24349 1.3 -1.2 -0.1 0.46
H -0.38786 0.18923 -1.73561 0.3 0.4 -1.1 0.18
H 2.78636 1.24180 0.55876 0.6 0.1 -0.5 0.45
H 0.65897 -2.09182 -2.03047 -0.9 -0.3 0.3 0.24
H -1.94405 1.92782 1.09441 -1.7 1.2 0.3 0.23
H -2.41745 0.02351 0.07816 1.4 -1.3 -0.1 0.25
H 2.15999 0.72502 2.12009 -0.1 2.1 -2.9 0.47
H -0.78088 -2.85145 -0.94905 1.1 1.8 -1.8 0.23
H 1.16933 -0.67989 0.22646 0.1 1.2 0.6 0.24
H -1.02368 -2.24081 -2.69823 0.9 0.1 1.2 0.27
H -0.21872 2.71106 1.30658 -0.4 0.8 0.2 0.17
H -1.15269 -1.43334 0.57209 -1.3 1.9 -0.1 0.23
```
Positions in Å, forces in eV/Å.

Results
LUMO energy (spin up / spin down) ... -3.9 / -5.2 eV
Spin multiplicity ... 1
Total charge ... +1
Total energy ... -290.13645 Ha
ΔE to the lowest compared entry with this formula, charge and spin ... 5.0466 eV
Max |F| ... 0.091 hartree/bohr
Gap between HOMO and LUMO (spin up / spin down) ... 8.75 / 5.80 eV